143
Properties=species:S:1:pos:R:3 method="wB97M-V/def2-TZVPD" energy_ev=-65619.55390 e_lumo_ha=0.0213 orbital_gap_ev=8.988 e_homo_ev=-8.408 smiles=COC[C@H](C)N.COC[C@H](C)N.COC[C@H](C)N.COC[C@H](C)N.COC[C@H](C)N.COC[C@H](C)N.COC[C@H](C)N.CC(C)O.CC(C)O e_above_lowest_ev=0.832
H 4.3632 -1.3386 -0.5230
C -5.0768 6.3593 0.6386
H -3.5701 4.4529 0.4539
C 0.1055 -0.2889 -5.7469
O -1.7748 2.1291 3.2242
C -3.7048 1.8986 -0.4030
H 0.5024 0.5276 -6.4363
O -5.5102 5.1368 0.0800
C 2.6821 3.8623 -2.8372
O 3.7667 2.9488 -2.9371
H 3.0397 -2.6987 1.5787
H 4.5942 -0.5043 -3.0645
H -0.9571 -0.4281 -5.9975
H 1.0759 -0.3477 1.7575
H -4.0523 6.5505 0.3802
N -7.9076 -0.2910 -1.7557
H -7.9093 0.6153 -2.1957
C 0.6241 1.4972 -0.2321
C -5.8410 -1.2031 -0.9238
H -1.8070 5.3038 3.6217
H 0.0414 -1.6031 1.1230
N 5.5678 0.5827 -0.8437
C -1.0723 4.0986 2.2313
H -3.4594 -1.0763 0.3855
O 4.6856 2.7485 2.7761
H -3.6934 1.5124 0.6023
H 3.7354 -4.1887 -0.2867
H 4.2295 0.4554 1.6869
N 0.4968 -4.5599 2.2427
H -5.7206 -0.2032 -0.4952
H -3.9676 1.1275 -1.1475
H 6.0677 -4.0460 -1.2513
C 3.9023 2.0278 -1.8551
H -5.2251 6.3615 1.7045
O 4.3786 -4.0446 2.2685
H -0.4943 -2.4469 -7.3716
H 0.6518 5.3337 2.6808
C -3.8208 -2.0613 -0.0083
C 4.4436 -3.3838 -0.0234
C -0.6146 -4.9222 3.0589
H -2.0608 -3.6532 2.1457
H -1.7910 -6.1786 1.6198
H -4.7905 3.6166 1.3532
H 4.5612 -4.5257 4.1604
H 5.1059 0.7117 -4.2748
H 4.1903 1.5034 5.2342
H 3.2283 2.9792 5.0761
H -0.6812 -0.0861 1.6436
H 2.7241 2.2674 2.6399
H -5.7263 7.1538 0.2539
H 6.3895 0.0331 -1.0870
H 5.1868 -2.8658 3.7867
H 4.7886 -2.1216 1.7317
C 3.8322 0.4872 2.6952
H -1.7658 -8.5714 1.5545
H 1.7163 3.3756 -2.8734
H 3.9070 2.5293 -0.8770
C 0.2967 0.0277 -0.2429
H -1.5182 3.5310 1.3841
H -1.3060 1.4378 -4.2225
O 1.2272 -0.7308 -0.9488
N 1.7944 0.0320 -3.8858
C -4.6073 4.0848 0.3875
C 0.0675 4.9814 1.8443
H 1.3737 -0.3596 -1.8377
H -2.3005 -3.9560 3.9190
H 0.8750 1.8550 -1.2006
H 6.4151 -3.0534 0.1823
H 1.2860 -2.9342 -7.3865
N -4.6282 3.3228 -2.0536
C 0.5396 -2.1050 -7.3145
H -8.7362 -0.7115 -2.1445
H 2.4761 1.4110 4.9332
H -0.3074 3.2333 4.1762
C -5.9572 -0.2554 -3.2644
H -0.5424 -9.4138 2.6071
H 4.6163 0.0397 3.3543
H 0.7303 4.3909 1.1414
H 3.4023 -3.2761 4.0542
H 6.1348 -4.7744 0.4040
C -0.6144 2.9273 3.1721
H -5.2055 4.0950 -2.3599
C 3.6272 1.9056 3.1507
C -1.9037 1.2674 4.3348
H -4.9802 -0.6720 -3.3839
H -5.8546 0.7809 -2.9236
H 2.9182 -0.1155 2.7619
H 2.6815 4.5745 -3.6780
C 4.0783 -2.9598 1.3959
H -0.2049 -0.6305 -3.7332
H -2.2200 -6.3154 3.3542
H -0.6744 -0.2351 -0.7679
N 4.1252 -2.2832 -0.8721
H -0.3857 1.5018 -2.8051
C 0.1877 -0.5410 1.1729
C 3.3677 1.9275 4.6813
H 5.8162 1.1813 -0.0718
H 1.2478 -5.2442 2.1559
H -0.9719 -2.9200 3.3927
H 6.2070 -0.1421 -3.3779
H 0.2042 2.2569 -4.2690
O 0.7262 -1.5600 -5.9500
H 0.2369 2.3122 2.7903
C 4.3686 -3.6413 3.5991
H -0.3668 5.8547 1.3706
H -2.9369 4.3068 3.1148
H 2.3798 0.8311 -4.0670
C 5.2331 1.3399 -2.0456
C -0.2676 1.3744 -3.8891
H 5.9249 2.1452 -2.2859
H -6.5000 -1.7481 -0.1905
H 0.3102 -4.2046 1.2740
H -3.7136 3.5612 -2.3330
C -1.6037 -3.7862 3.1091
C 5.8363 -3.8961 -0.1849
H 2.3548 -0.7772 -4.1351
H -2.9575 -2.5906 -0.3356
H -2.7466 2.2613 -0.6787
H 5.5394 2.5036 3.1735
H -0.2228 -4.9784 4.0559
H -0.2031 2.0348 0.1230
H -6.5076 -0.1945 -4.1766
C 0.3560 0.0930 -4.3090
H 0.8443 -1.4309 -8.1076
H 1.4720 1.6478 0.4318
H 3.0775 1.2759 -1.8976
H -7.0000 -2.0231 -2.5419
C -4.7338 2.9645 -0.6592
H 2.7239 4.4969 -1.9234
C -1.3967 -6.1988 2.6583
H 3.1244 -2.1655 -1.0617
H -1.1037 0.4940 4.3657
C 5.2667 0.3723 -3.2646
O -0.4669 -7.3176 2.7636
C -6.6655 -1.0222 -2.1840
N -2.1646 4.8509 2.8105
H -1.9724 1.8433 5.2855
H -5.6799 2.4300 -0.5366
H -4.2335 -2.6954 0.8350
C -1.2149 -8.5600 2.5049
H -2.8469 0.7293 4.2014
O -4.6404 -1.9194 -1.1122
H -1.9960 -8.6984 3.2439

=====

39
Properties=species:S:1:pos:R:3 method="wB97M-V/def2-TZVPD" energy_ev=-69473.38169 e_lumo_ha=-0.0529 orbital_gap_ev=7.473 e_homo_ev=-8.911
C -4.3054 2.7423 1.7135
H 4.3774 -2.0141 -1.5501
C -2.0917 -0.7521 -0.6146
Si 4.2159 -0.7553 -0.7901
H 2.4896 -3.2885 0.9603
C 6.7021 0.5949 -0.0452
F -2.5407 1.5787 -0.7793
H 0.7658 -0.5698 -2.4679
F -3.2619 -1.0209 -0.0073
F -1.8547 -1.8060 -1.3789
F 0.1689 1.3710 -0.1306
H 4.0949 -1.0369 0.6533
H -4.4823 3.4111 0.8696
H 5.4322 1.2640 -1.6780
C -5.5548 1.9409 2.0266
O 7.7971 0.8856 -0.2720
C 1.5886 -2.5993 -0.9297
F -0.9073 -1.7848 1.1091
O 2.8400 0.1170 -1.2323
H -6.3797 2.6030 2.2874
C 5.7357 0.3181 -1.2109
C -1.0508 -0.5961 0.5339
H 1.6739 -3.1932 -1.8525
O -5.9632 1.1746 0.8964
Si 1.4051 -0.7677 -1.1552
F -1.6455 0.1873 1.4608
F -3.5410 0.2819 -2.0903
C 1.6425 -3.2824 0.2652
H -5.3778 1.2625 2.8681
H -3.4854 2.0800 1.4325
H -3.9946 3.3368 2.5748
H 0.7586 -3.8602 0.5720
Cl 6.1901 0.4907 1.6674
F 1.0273 0.0332 1.3492
H 6.3468 -0.1922 -1.9645
F -1.5024 0.6963 -2.4509
C -2.3705 0.5017 -1.4942
C 0.2969 0.0686 0.1844
H -5.2398 0.5791 0.6699

=====

19
Properties=species:S:1:pos:R:3 method="wB97M-V/def2-TZVPD" energy_ev=-8461.64227 e_lumo_ha=0.0336 orbital_gap_ev=9.373 e_homo_ev=-8.459 e_above_lowest_ev=2.712
C -2.4464 1.1761 -1.0614
H 2.6236 -1.1113 -0.9322
C -1.7203 1.6009 0.1778
O -1.5307 1.0352 -2.0054
H -0.9713 2.3766 -0.0131
H 2.7457 -2.4324 0.2399
H -1.9788 0.6586 -2.7726
H -1.6151 -0.5438 0.2185
H -1.1422 0.2105 1.7310
C -1.0440 0.2968 0.6478
H 0.5415 0.4806 -0.8091
H 1.0221 0.9045 0.8306
H 0.7627 -1.5328 1.4806
H 0.3508 -1.8972 -0.1875
H -2.4400 1.9702 0.9096
C 0.4255 0.1902 0.2425
C 2.4240 -1.3940 0.1078
C 0.9483 -1.2268 0.4426
H 3.0446 -0.7621 0.7524

=====

10
Properties=species:S:1:pos:R:3 method="wB97M-V/def2-TZVPD" energy_ev=-8750.85658 e_lumo_ha=-0.1585 orbital_gap_ev=13.130 charge=+1 e_homo_ev=-17.444 e_above_lowest_ev=2.132
H 0.4111 1.7196 -1.1215
H 0.8889 2.0562 0.6744
H 1.4718 -3.0519 0.0818
C -1.6430 0.4886 0.0762
C 0.5230 1.3703 -0.0953
N -0.0915 -1.6693 0.2117
H 1.1048 0.4961 -0.1340
O -0.8033 1.2317 0.4990
O -2.5101 -0.1390 -0.2309
C 0.6481 -2.5023 0.0387